Computed, not measured: 2 unconnected molecules or ions with the total composition C16H30O13PS, with the ωB97M-V functional and the def2-TZVPD basis.

Structure (XYZ):
```
61
C16H30O13PS | the OMol25 dataset | the ωB97M-V functional and the def2-TZVPD basis
C -3.21184 -2.25296 -2.33994
C -3.09920 -0.90619 -1.35387
O -1.77581 -0.26823 -1.40354
P -1.85484 1.46303 -1.30289
O -2.39013 2.13936 -2.66156
C -0.21814 2.35002 -0.88426
C 1.10200 1.89366 -1.68879
C 1.70687 0.40341 -1.43360
O 1.09943 -0.76432 -2.16332
S 1.16799 -2.22462 -1.27383
O 1.86775 -3.28170 -2.16754
O -0.20331 -2.89982 -0.93530
O 2.02273 -1.54884 0.05462
C 2.22329 -0.07224 0.05619
C 1.57385 0.51976 1.42009
C 0.02937 -0.00304 1.74392
O -0.07437 -0.74952 3.02450
C -0.52844 0.24080 4.04751
C 0.45896 1.42546 4.66994
O -1.80079 0.25156 4.53154
C 3.86605 0.02798 0.14852
C 4.50820 -0.92180 1.36392
O 4.76664 -0.48021 2.60032
O 4.82142 -2.31928 0.96114
C 5.66400 -2.96702 2.01412
C 4.85205 -4.05491 2.98783
O 6.96679 -2.67670 2.20832
O -2.93009 1.80173 0.07181
C -4.22470 2.31376 -0.38757
C -4.13408 3.95450 -0.38614
H -2.60017 -3.16645 -1.93803
H -4.35323 -2.59899 -2.34739
H -2.94812 -1.98348 -3.46784
H -3.99164 -0.21715 -1.67731
H -3.22016 -1.33594 -0.24723
H -0.14097 2.37373 0.29529
H -0.40567 3.49450 -1.17999
H 1.97845 2.66562 -1.47772
H 0.86834 1.97299 -2.85690
H 2.75244 0.46707 -2.01620
H 1.64327 1.70987 1.35337
H 2.19712 0.24500 2.40068
H -0.46322 -0.55288 0.83527
H -0.61700 0.98672 1.91017
H 0.15795 1.65814 5.78733
H 0.28309 2.39381 3.99532
H 1.57530 1.07119 4.61033
H 4.41713 -0.31452 -0.83175
H 4.15478 1.13365 0.43576
H 5.33950 -4.07891 4.05123
H 3.71514 -3.76743 2.97598
H 4.96838 -5.10930 2.46225
H -5.02046 2.03289 0.45761
H -4.63659 1.84141 -1.37480
H -3.87414 4.28389 -1.47882
H -5.17448 4.37273 -0.00422
H -3.24477 4.23932 0.33536
O -3.85850 -1.18882 -5.46200
H -3.47925 -1.60261 -6.27873
H -4.84386 -1.10258 -5.52381
H -3.43030 -0.31708 -5.26538
```

## Properties
total charge	+1
HOMO	-0.4476	hartree
gap between HOMO and LUMO	7.0	eV
LUMO energy	-0.192	hartree

These are the Mulliken partial charges, in e, on atoms 1 to 8:
1 C -0.8242
2 C -0.0644
3 O -0.1334
4 P 0.6842
5 O -0.7553
6 C -0.4492
7 C -0.9436
8 C 0.2223


Computed, not measured: 6 unconnected molecules or ions with the total composition C18H38N2O12S2, with the ωB97M-V functional and the def2-TZVPD basis.

Structure (XYZ):
```
72
C18H38N2O12S2 | the OMol25 dataset | the ωB97M-V functional and the def2-TZVPD basis
C 0.00706 3.16891 2.35275
C -0.64216 1.89363 2.77491
O -0.30499 0.78601 2.38048
N -1.69141 1.95085 3.68669
C -2.45943 0.74143 3.98865
H 0.96044 3.36086 2.84501
H -0.63759 4.01368 2.59543
H 0.01703 3.26814 1.26732
H -1.98096 2.75365 4.22685
H -3.03765 1.03291 4.86546
H -1.86160 -0.14722 4.19111
H -3.14946 0.49320 3.18219
C 0.65281 0.57039 0.63732
C 1.00143 0.02307 -0.75963
O 0.13914 -0.09563 -1.63127
N 2.29389 -0.04400 -0.96923
C 2.86224 -0.62523 -2.11919
H 1.49476 1.09675 1.08694
H 0.55632 -0.26001 1.33678
H -0.28962 1.05492 0.89259
H 2.89294 0.48907 -0.35515
H 2.23257 -1.19826 -2.79982
H 3.72887 -1.20505 -1.80159
H 3.33073 0.18033 -2.68461
C 0.44124 1.52534 -3.51638
C -0.52025 2.19601 -2.45056
O -1.86416 1.83965 -2.79951
S -2.03610 0.90492 -4.14767
O -2.72370 1.69924 -5.18130
O -2.51059 -0.48953 -3.84821
O -0.41574 1.04587 -4.49890
H 1.10105 0.72801 -3.17432
H 1.09107 2.27154 -3.97355
H -0.41620 3.27547 -2.56028
H -0.36554 1.80543 -1.44477
C -1.13869 -2.51311 -1.33974
C 0.04984 -2.03540 -2.14469
O 0.68408 -3.15146 -2.70384
S -0.00961 -4.57088 -2.36595
O 0.45124 -5.19561 -1.12147
O -0.14799 -5.44459 -3.52934
O -1.42876 -3.78033 -2.05349
H -1.98237 -1.82314 -1.35540
H -0.85058 -2.84519 -0.34233
H 0.68154 -1.50558 -1.43170
H -0.12971 -1.27131 -2.90102
C 3.15890 -1.07482 1.55880
C 2.59134 -0.01692 2.45673
C 2.63370 -0.70312 3.83776
O 4.00936 -1.32267 3.82874
C 4.07347 -1.91396 2.48813
H 3.72726 -0.81330 0.66623
H 2.35429 -1.70687 1.18302
H 1.59071 0.34576 2.22158
H 3.27018 0.82704 2.33409
H 1.78299 -1.35878 4.02348
H 2.55142 -0.07857 4.72731
H 3.73362 -2.94477 2.58815
H 5.08007 -1.95228 2.07173
C -2.72197 0.71855 -1.44934
C -2.25130 1.61879 -0.24272
C -2.30234 0.59440 0.97927
O -3.47939 -0.28102 0.61984
C -3.34185 -0.60498 -0.69292
H -1.88017 0.37557 -2.05084
H -3.43290 1.19957 -2.12114
H -2.99514 2.38963 -0.04127
H -1.27490 2.10063 -0.29387
H -2.45450 1.10562 1.92984
H -1.50567 -0.12894 1.15307
H -4.28324 -0.87675 -1.17046
H -2.70936 -1.46556 -0.91078
```

## Properties
HOMO	-0.3240	hartree
gap between HOMO and LUMO	8.6	eV
LUMO energy	-0.007	hartree

These are the Mulliken partial charges, in e, on atoms 1 to 8:
1 C -1.4789
2 C 1.1667
3 O -0.9377
4 N -0.2299
5 C -0.9249
6 H 0.2863
7 H 0.5120
8 H 0.2234


Computed, not measured: a molecular structure, C21H42As2NiOP2S, with the ωB97M-V functional and the def2-TZVPD basis.

Structure (XYZ):
```
70
C21H42As2NiOP2S | the OMol25 dataset | the ωB97M-V functional and the def2-TZVPD basis
Ni 0.26819 -0.23717 0.29106
C -1.79366 3.57611 2.14857
As -1.19250 1.77102 1.60523
C -1.60592 0.93301 3.33106
C -2.82161 1.34650 0.58475
C -4.06282 1.22875 1.20621
C -5.20486 0.92012 0.48142
C -5.11664 0.75119 -0.89239
C -3.89147 0.90149 -1.52519
C -2.73602 1.18884 -0.80323
As -1.00087 1.44247 -1.69488
C -1.52404 3.17637 -2.49957
C -1.24672 0.39914 -3.33365
H -2.80410 3.53729 2.55712
H -1.78372 4.24194 1.28593
H -1.11191 3.96965 2.90315
H -2.66670 0.94913 3.57419
H -1.06626 1.46890 4.11302
H -1.25916 -0.09446 3.30492
H -4.15245 1.37947 2.27500
H -6.15704 0.81597 0.98653
H -5.99977 0.51037 -1.47115
H -3.84401 0.78590 -2.60029
H -2.50194 3.09982 -2.97573
H -0.78212 3.47253 -3.24255
H -1.56495 3.94135 -1.72413
H -2.20936 0.57515 -3.81073
H -1.13920 -0.65748 -3.09569
H -0.46153 0.69006 -4.03407
C 3.64734 -0.32157 1.18907
P 1.91639 -0.17589 1.78298
C 2.15270 1.17352 3.00437
C 1.81807 -1.67188 2.85044
C 0.43677 -2.29554 2.84579
P -0.48626 -2.20933 1.12993
C -2.16091 -2.37972 1.87165
C -0.04952 -3.94509 0.67928
H 4.33699 -0.50675 2.01597
H 3.93254 0.59750 0.67524
H 3.70347 -1.14335 0.47544
H 2.97144 0.95549 3.69397
H 1.23409 1.32368 3.57177
H 2.36840 2.09640 2.46408
H 2.14532 -1.38811 3.85495
H 2.55466 -2.38125 2.46167
H -0.22408 -1.78392 3.54560
H 0.49199 -3.34955 3.12217
H -2.12272 -2.76794 2.89025
H -2.74425 -3.05548 1.24695
H -2.65379 -1.40660 1.87536
H -0.15495 -4.60380 1.54087
H 0.98466 -3.99799 0.32860
H -0.70910 -4.27224 -0.12232
C -0.96930 -1.55488 -0.46749
H -0.51518 -2.11624 -1.28514
H -2.04334 -1.42305 -0.56974
O 1.79628 -0.40775 -1.35183
S 2.09480 -0.75911 -2.77676
C 2.80836 0.75939 -3.51127
C 4.25136 0.46741 -3.90876
C 4.77715 -0.50845 -2.85939
C 3.71322 -1.59267 -2.77529
H 2.73326 1.47754 -2.69269
H 2.17964 1.08601 -4.33813
H 4.84290 1.38129 -3.96503
H 4.27881 -0.00901 -4.89197
H 4.87659 -0.01130 -1.89188
H 5.75074 -0.91717 -3.13160
H 3.73726 -2.19989 -1.87161
H 3.73136 -2.24617 -3.65044
```

## Properties
HOMO	-0.2105	hartree
relative energy (zero: lowest compared OMol25 entry of this formula, charge and spin)	0.801	eV
gap between HOMO and LUMO	6.1	eV
LUMO energy	0.015	hartree

These are the Mulliken partial charges, in e, on atoms 1 to 8:
1 Ni -0.2861
2 C -1.2514
3 As 0.7797
4 C -1.0430
5 C -0.0491
6 C -0.3725
7 C -0.8644
8 C -0.8662


Computed, not measured: a molecular structure, C3H3O3Sn, with the ωB97M-V functional and the def2-TZVPD basis.

Structure (XYZ):
```
10
C3H3O3Sn | the OMol25 dataset | the ωB97M-V functional and the def2-TZVPD basis
O 0.60621 0.12948 0.56103
Sn 1.71444 -0.40321 2.09192
O 0.28903 -1.66726 1.74268
C -0.14841 -1.01233 0.76332
O -0.90757 -1.30675 -0.16273
C 0.06986 0.92376 -0.53333
H 0.89752 1.52785 -0.93685
H -0.71081 1.56061 -0.07926
C -0.40884 -0.04976 -1.55563
H -1.40143 0.29763 -1.89114
```

## Properties
total charge	+1
HOMO	-0.4524	hartree
relative energy (zero: lowest compared OMol25 entry of this formula, charge and spin)	2.095	eV
gap between HOMO and LUMO	5.7	eV
LUMO energy	-0.242	hartree

These are the Mulliken partial charges, in e, on atoms 1 to 8:
1 O -0.2186
2 Sn 1.0783
3 O -0.4661
4 C 0.7055
5 O -0.3177
6 C -0.1669
7 H 0.2882
8 H 0.2582


Computed, not measured: a molecular structure, C33H38FN4O5S4Sn, with the ωB97M-V functional and the def2-TZVPD basis.

Structure (XYZ):
```
86
C33H38FN4O5S4Sn | the OMol25 dataset | the ωB97M-V functional and the def2-TZVPD basis
Sn 0.60002 0.79459 2.78932
C -0.65949 -2.14546 4.81194
C 0.13941 -1.11371 5.59134
S -0.72652 0.47574 5.37161
C 0.38524 1.75216 6.03586
C -0.08407 3.11978 5.55082
S -0.00398 3.38037 3.72848
C -1.71664 3.85718 3.23938
C -2.43670 2.90457 2.30301
S -3.11812 1.49672 3.23936
C -3.60771 0.35317 1.90936
C -3.59681 -2.21780 2.13712
S -0.53690 -1.98948 3.00673
H -1.72055 -2.10617 5.06567
H -0.28637 -3.15075 5.01671
H 1.17450 -1.04707 5.24654
H 0.14002 -1.36197 6.65312
H 1.41311 1.53723 5.73573
H 0.31696 1.72474 7.12352
H 0.56692 3.88654 5.96782
H -1.10951 3.32137 5.85581
H -1.58368 4.81263 2.73370
H -2.28436 4.02234 4.15438
H -1.76505 2.53096 1.52951
H -3.27083 3.43119 1.83925
H -3.61269 0.92777 0.98613
H -4.63166 0.04832 2.12027
H -2.90403 -3.07498 2.15881
H -3.92008 -1.97593 3.16682
F 1.67527 1.61398 -3.47210
C 0.63321 0.82230 -3.15925
C 0.31474 0.72507 -1.83879
C -0.73355 -0.10213 -1.41074
C -1.10374 -0.13323 -0.01520
O -0.52978 0.64464 0.81318
C -2.17300 -1.00426 0.34155
C -2.78003 -1.72536 -0.65840
N -2.43773 -1.68670 -1.95081
C -3.19629 -2.47716 -2.90516
C -2.51512 -3.60789 -3.62168
C -3.54849 -3.89369 -2.57851
C -1.43019 -0.84361 -2.37707
C -1.11219 -0.69651 -3.73030
C -0.10520 0.15557 -4.17491
N 0.14911 0.29519 -5.53709
C -0.93292 0.23581 -6.51045
C -0.50460 -0.60230 -7.72219
N 0.96830 -0.42668 -7.95069
C 1.40271 0.94474 -7.55545
C 1.29745 1.06920 -6.03386
C -2.71415 -0.92521 1.77131
O -4.65105 -2.35964 1.33697
O -1.69135 -0.82233 2.74000
H 0.87168 1.30638 -1.11708
H -3.63938 -2.33743 -0.40719
H -3.92163 -1.88416 -3.44964
H -1.48191 -3.81589 -3.37593
H -2.76170 -3.76701 -4.66239
H -3.20954 -4.31065 -1.63977
H -4.51924 -4.25248 -2.88722
H -1.67141 -1.27771 -4.44654
H -1.19660 1.25094 -6.82740
H -1.82736 -0.20002 -6.08003
H -1.04306 -0.26874 -8.60769
H -0.70529 -1.66107 -7.57297
H 1.20251 -0.62452 -8.92500
H 1.48123 -1.09687 -7.37439
H 0.77450 1.66394 -8.07700
H 2.43232 1.11254 -7.86331
H 1.22679 2.13021 -5.78428
H 2.20504 0.67783 -5.57759
O 2.54310 1.55078 1.67230
C 3.28468 1.01503 2.52732
N 2.73444 0.43089 3.60897
C 3.71841 -0.17241 4.39938
O 3.50754 -0.79550 5.40537
C 5.02761 0.12777 3.72590
C 6.31687 -0.19117 4.07116
C 7.33787 0.26301 3.23090
C 7.06082 1.00836 2.09266
C 5.75051 1.32486 1.74126
C 4.74529 0.87202 2.56997
H 6.54637 -0.76327 4.95984
H 8.36555 0.03031 3.47444
H 7.87483 1.35243 1.46971
H 5.52727 1.90775 0.85773
```

## Properties
total charge	+3
HOMO (alpha / beta)	-0.5477 / -0.5597	hartree
relative energy (zero: lowest compared OMol25 entry of this formula, charge and spin)	5.828	eV
gap between HOMO and LUMO (alpha / beta)	6.5 / 5.5	eV
LUMO energy (alpha / beta)	-0.310 / -0.357	hartree

These are the Mulliken partial charges, in e, on atoms 1 to 8:
1 Sn 0.4187
2 C -0.7306
3 C -0.2797
4 S 0.0726
5 C -0.6418
6 C -0.7500
7 S 0.0751
8 C -0.8599


no.,strongest force on any atom (eV/A)
1,9.67
2,7.39
3,1.45
4,6.41
5,1.62